[1]
{
  "formula": "C3H34O15",
  "method": "ωB97M-V/def2-TZVPD",
  "species": ["C", "C", "O", "C", "H", "H", "H", "H", "H", "H", "H", "H", "O", "H", "H", "O", "H", "H", "O", "H", "H", "O", "H", "H", "O", "H", "H", "O", "H", "H", "O", "H", "H", "O", "H", "H", "O", "H", "H", "O", "H", "H", "O", "H", "H", "O", "H", "H", "O", "H", "H", "O"],
  "xyz": [[-0.0913, -0.5787, -0.7462], [-0.1678, -0.6877, -2.0404], [0.1663, 0.5213, -2.6982], [-0.4782, -1.7803, -2.9432], [-0.3836, -1.3781, -0.1399], [-0.0496, 0.2694, -0.2021], [0.0316, 0.6165, -3.6138], [0.1403, -2.6403, -2.6336], [-1.5557, -2.0674, -2.9896], [-0.4604, -1.4528, -3.9080], [-0.0921, -1.5247, 2.6740], [-0.6670, -2.5820, 1.7234], [-0.8885, -1.6507, 2.0849], [-2.7421, -1.3563, -0.9825], [-3.5802, -1.8512, 0.2017], [-3.0379, -2.2085, -0.4830], [0.0220, 2.3334, -0.4463], [0.1603, 2.7112, -1.8772], [-0.4661, 2.6377, -1.2288], [-3.5859, 1.1600, -2.4950], [-2.3558, 1.7830, -1.8038], [-3.0983, 1.0087, -1.7986], [-0.6863, 0.9725, 0.9320], [-0.6570, 2.4565, 1.3955], [-0.0827, 1.7331, 1.1764], [-2.4241, 2.7375, 0.2455], [-3.5096, 1.5854, 0.1500], [-2.6174, 1.7367, 0.4847], [2.8810, 0.3363, -2.5013], [3.8581, 1.5579, -2.2880], [3.5199, 1.0011, -2.9891], [2.2474, 3.1835, 0.2065], [2.3418, 2.8349, -1.2631], [2.3172, 3.5329, -0.6889], [1.6968, -0.6399, 3.9560], [2.0692, -1.8110, 2.9632], [1.3574, -1.4819, 3.5695], [3.6603, 0.3271, 0.1511], [2.1777, 0.4687, 0.3870], [3.0045, 0.9073, 0.4976], [-0.9049, 0.3582, 4.1842], [-2.3850, 0.7847, 3.6517], [-1.4994, 1.1469, 3.8875], [1.2302, -4.2816, -0.3657], [2.0544, -3.7301, -1.2747], [1.8038, -3.5631, -0.4774], [-1.7263, -4.0956, -1.2901], [-1.5191, -3.9811, 0.1175], [-1.0025, -4.3312, -0.6537], [0.4730, 2.0075, 3.5642], [1.9224, 2.2152, 3.0840], [1.3663, 1.6314, 3.6751]],
  "forces_ev_per_angstrom": [[-0.813, -2.778, -0.162], [0.517, 3.313, -1.601], [0.610, -0.251, 1.953], [-1.472, -2.197, 2.069], [-0.097, -1.409, 0.522], [0.914, 2.474, 0.344], [-0.467, -0.663, -1.724], [-0.404, 0.134, -0.809], [0.474, -0.104, 1.074], [1.388, 0.576, -2.881], [-0.749, 0.156, -0.460], [-0.745, 2.279, 0.748], [1.202, -2.386, -0.281], [-0.568, -2.028, 1.246], [-0.597, 0.291, 0.879], [1.190, 1.821, -2.124], [-0.247, 0.004, 0.068], [2.249, 0.352, -2.649], [-2.814, 0.335, 2.174], [-4.114, 1.162, -5.990], [-2.018, -2.859, 0.242], [6.107, 1.218, 4.921], [0.385, 1.590, 1.090], [-0.614, 0.232, 0.392], [0.362, -1.416, -0.222], [-0.680, -3.114, 0.573], [0.226, -0.011, -0.170], [0.313, 3.389, 0.424], [1.801, 2.098, -1.445], [0.169, 0.156, 0.310], [-2.043, -2.190, 1.194], [0.146, -0.297, -0.324], [0.170, -2.970, -2.003], [-0.101, 3.294, 2.242], [-0.330, -0.561, -0.635], [-0.878, 0.563, 0.841], [1.436, 0.177, -0.143], [0.769, -0.743, -0.348], [-1.139, -0.634, -0.063], [0.287, 1.255, 0.474], [-1.952, 1.936, -0.956], [1.218, 0.121, 0.230], [0.752, -2.024, 0.729], [-1.886, -1.463, 0.966], [3.066, -0.969, -7.994], [-1.094, 2.527, 7.034], [1.180, -0.418, 0.166], [1.001, -0.424, -0.466], [-2.269, 0.788, 0.300], [0.302, -0.473, 0.004], [-0.843, -1.217, 0.949], [0.704, 1.361, -0.707]],
  "e_homo_ev": -8.970,
  "de_lowest_ev": 1.4052,
  "lumo_energy_ha": 0.00270
}

[2]
{
  "formula": "C3H36N2O13S",
  "method": "ωB97M-V/def2-TZVPD",
  "species": ["C", "C", "S", "N", "C", "N", "H", "H", "H", "H", "H", "H", "H", "H", "H", "H", "H", "H", "O", "H", "H", "O", "H", "H", "O", "H", "H", "O", "H", "H", "O", "H", "H", "O", "H", "H", "O", "H", "H", "O", "H", "H", "O", "H", "H", "O", "H", "H", "O", "H", "H", "O", "H", "H", "O"],
  "xyz": [[-0.2702, -1.1675, -0.7392], [1.2376, -1.0040, -0.7103], [2.0395, -1.7018, -2.1848], [-0.8361, -1.2513, 0.6411], [-2.2417, -1.7732, 0.6600], [-2.7287, -1.8832, 2.0263], [-0.7530, -0.3328, -1.2681], [-0.5609, -2.0876, -1.2653], [1.6687, -1.4416, 0.2088], [1.5166, 0.0516, -0.6635], [1.7545, -3.0017, -2.0015], [-0.8084, -0.3727, 1.1294], [-2.9045, -1.1159, 0.0976], [-2.2371, -2.7727, 0.2039], [-2.1189, -2.4329, 2.6199], [-2.8407, -0.9400, 2.3870], [3.7096, 3.0136, -0.3310], [2.7363, 2.0560, 0.4446], [2.7939, 2.7278, -0.2867], [-2.6712, 3.2299, 2.1181], [-1.1993, 2.6230, 2.1811], [-2.1120, 2.5068, 1.8237], [1.6339, 2.7132, -1.6646], [0.1230, 3.0517, -1.7007], [0.8732, 2.8044, -2.2616], [0.0265, -2.3559, 1.4041], [0.2496, -3.5769, 2.4506], [0.6456, -3.1232, 1.7013], [2.5391, 0.2303, 2.1514], [1.7253, 1.5907, 2.2643], [2.5463, 1.1926, 1.8937], [-1.7896, 2.4939, -1.4296], [-1.7224, 2.7689, 0.1479], [-1.3901, 3.0586, -0.7245], [-2.6354, 0.4062, -2.4783], [-1.6832, 1.2941, -3.2954], [-2.3796, 1.3297, -2.5872], [0.2870, 1.8574, -3.5931], [0.2811, 0.3947, -4.1471], [-0.2016, 1.2269, -4.1623], [0.5670, 3.4182, 1.9139], [0.6050, 3.3189, 3.4528], [0.4249, 2.7655, 2.6830], [1.4520, 3.8839, 0.1725], [-0.0787, 3.9931, -0.0578], [0.6467, 4.2546, 0.5631], [0.4789, -5.4551, -0.3510], [0.4931, -3.9713, 0.1550], [0.3677, -4.5452, -0.6344], [1.7924, -1.9931, 2.2382], [3.3672, -1.9162, 2.3245], [2.5608, -1.4818, 2.6110], [-1.0562, -4.1447, -1.4911], [-2.0556, -4.5384, -2.6537], [-1.8681, -3.8754, -1.9863]],
  "forces_ev_per_angstrom": [[-0.835, 0.150, 0.437], [0.310, -0.209, 0.478], [0.212, 0.356, -0.124], [-0.210, -1.012, -0.653], [0.731, -0.336, 0.735], [-0.259, 0.540, -0.680], [0.259, -0.145, -0.104], [0.126, 0.293, 0.221], [-0.202, 0.053, -0.615], [0.034, -0.079, -0.237], [-0.162, 0.118, 0.191], [0.001, 0.551, -0.031], [-0.107, -0.042, -0.040], [0.020, 0.402, -0.079], [-0.031, 0.197, -0.064], [0.020, -0.297, 0.388], [0.044, -0.012, 0.004], [0.179, 0.095, -0.057], [0.026, -0.217, 0.178], [0.174, 0.075, 0.132], [-0.494, 0.112, 0.308], [0.074, -0.396, -0.171], [0.012, -0.063, -0.129], [-0.019, -0.192, 0.002], [0.175, 0.134, -0.228], [-0.321, 0.084, -0.109], [-0.050, -0.007, 0.058], [0.012, -0.091, -0.014], [0.070, 0.724, -0.231], [0.531, -0.182, -0.046], [-0.510, -0.528, 0.231], [-0.087, 0.012, 0.509], [-0.192, -0.120, -0.133], [-0.153, 0.062, -0.440], [-0.086, 0.176, 0.082], [-0.148, -0.045, 0.266], [0.111, -0.200, -0.411], [0.254, -0.198, 0.122], [0.086, 0.044, 0.106], [-0.213, 0.032, -0.336], [-0.118, -0.381, 0.028], [-0.047, -0.266, 0.160], [0.164, 0.777, -0.178], [0.317, 0.023, -0.079], [0.346, 0.243, 0.522], [-0.483, 0.087, -0.161], [0.043, -0.023, 0.143], [0.093, -0.519, 0.022], [0.171, 0.331, -0.022], [0.953, -0.031, 0.397], [-0.031, -0.163, -0.088], [-0.547, 0.164, -0.066], [-0.514, -0.218, -0.568], [0.170, -0.083, 0.046], [0.098, 0.222, 0.325]],
  "e_homo_ev": -9.148,
  "de_lowest_ev": 0.0000,
  "lumo_energy_ha": 0.00404
}

[3]
{
  "formula": "C3H37O16",
  "method": "ωB97M-V/def2-TZVPD",
  "species": ["C", "C", "C", "O", "H", "H", "H", "H", "H", "H", "H", "O", "H", "H", "O", "H", "H", "O", "H", "H", "O", "H", "H", "O", "H", "H", "O", "H", "H", "O", "H", "H", "O", "H", "H", "O", "H", "H", "O", "H", "H", "O", "H", "H", "O", "H", "H", "O", "H", "H", "O", "H", "H", "O", "H", "H"],
  "xyz": [[-1.0100, 0.0176, -1.2431], [0.3000, 0.1306, -0.3861], [1.2850, 1.0216, -1.0401], [-0.0190, 0.5506, 0.9369], [-0.9320, -0.7694, -2.0851], [-1.2430, 1.0486, -1.5761], [-1.7960, -0.3834, -0.5921], [0.7580, -0.9094, -0.4451], [0.9580, 2.0466, -0.8671], [1.5090, 0.7766, -2.1281], [2.2310, 0.9666, -0.4731], [-0.8180, 0.7706, 3.4729], [-0.7510, 0.7396, 2.5229], [0.0760, 0.9766, 3.7679], [4.9970, 0.4406, -0.8841], [5.8990, 0.1066, -1.0161], [4.9160, 1.3536, -0.9171], [-1.6970, -1.4684, 1.8119], [-1.1480, -0.7554, 1.4079], [-2.6200, -1.3744, 1.6939], [-1.5540, 2.9846, 0.8219], [-2.2200, 3.0576, 1.5299], [-1.1400, 2.1196, 0.7879], [4.3310, 0.7036, 1.7889], [4.2970, 0.8726, 0.8579], [3.4440, 0.4176, 1.9579], [-4.6060, -0.0134, -1.8731], [-4.0890, 0.7456, -1.5391], [-3.9180, -0.5124, -2.3131], [-1.1170, -3.0444, -0.3001], [-1.3320, -2.5674, 0.4569], [-0.5270, -2.4954, -0.7991], [2.0510, -0.6944, 2.1509], [1.4010, -0.0394, 1.8439], [2.0020, -1.4494, 1.5569], [1.6310, 2.6786, 1.8919], [1.0590, 2.0856, 1.4879], [1.1020, 3.1196, 2.5459], [-3.5930, 2.3536, -0.9351], [-3.9100, 3.1216, -0.4701], [-2.7640, 2.2966, -0.5281], [1.9660, -2.9184, 0.6179], [2.6710, -3.5814, 0.5599], [1.8690, -2.6464, -0.2681], [3.9470, 3.3626, -0.0951], [3.5500, 4.2246, -0.1821], [3.1460, 2.8166, -0.0871], [-3.1940, -2.7054, -2.0561], [-2.5510, -2.8074, -1.3591], [-2.8690, -3.2224, -2.8101], [1.1050, -2.7834, -2.4141], [1.1390, -3.6674, -2.1651], [1.0320, -2.8854, -3.3391], [-4.3940, -1.7524, 0.4389], [-4.1850, -1.5694, -0.4551], [-4.6770, -0.8924, 0.7309]],
  "forces_ev_per_angstrom": [[0.604, -0.705, -0.178], [-1.475, -1.693, 0.257], [1.561, 0.614, -0.524], [0.191, 0.026, -1.780], [0.047, 1.633, 0.864], [-0.225, -0.705, -0.264], [-0.027, 0.347, -0.142], [-0.372, 0.783, 0.629], [-0.212, 0.300, -0.624], [-0.425, 0.417, 1.296], [-0.106, -0.264, -0.318], [-0.212, 0.643, 1.399], [0.293, -0.262, -0.782], [-0.050, -0.163, -0.095], [0.086, -3.455, -0.419], [-0.520, 0.857, 0.194], [0.506, 2.884, -0.324], [1.842, -0.871, 0.239], [-0.393, 0.288, 0.311], [-1.405, 0.492, -0.566], [-0.995, 1.550, -0.125], [0.824, -0.632, -0.273], [0.575, -1.231, 0.681], [1.196, 0.601, 0.514], [0.418, -0.038, -0.593], [-1.109, -0.800, 0.692], [0.418, 0.403, 0.151], [-0.669, 0.124, -0.001], [0.085, -0.692, -0.346], [0.182, -2.405, -2.753], [-0.696, 1.664, 3.075], [0.586, 0.451, -0.352], [0.369, 0.479, 0.690], [-0.555, -0.324, -0.210], [-0.080, -0.081, 0.020], [2.325, 1.952, 0.952], [-2.135, -2.321, -1.391], [-0.340, 0.326, 0.361], [-1.871, 0.151, -1.010], [-0.712, 0.459, -0.024], [2.595, -0.344, 0.969], [0.657, -1.399, 1.138], [-0.178, 0.276, 0.352], [-0.340, 0.807, -1.789], [-0.204, -0.531, -0.471], [0.068, 0.634, 0.020], [0.183, -0.132, 0.454], [-0.916, 0.096, -1.558], [1.043, -0.411, 0.862], [-0.128, 0.265, 0.534], [0.083, 2.044, 0.569], [0.009, -2.613, 1.331], [-0.145, 0.476, -1.833], [-0.053, -0.564, 1.720], [0.187, 0.086, -1.831], [-0.387, 0.509, 0.302]],
  "e_homo_ev": -6.062,
  "charge": -1,
  "de_lowest_ev": 2.2668,
  "lumo_energy_ha": 0.07447
}

Quick rundown of electronic energy, same order as above: -1263.1458, -1621.7897, -1340.3920 a.u.